1.
# C16H28FGaNO6

C16H28FGaNO6 as an isolated structure (ωB97M-V/def2-TZVPD, OMol25).

```
53
Properties=species:S:1:pos:R:3:forces:R:3
F -6.5900 -0.6905 2.0736 0.178 -0.030 -0.044
C -5.3898 -1.3419 1.7184 -0.103 -0.088 0.026
C -4.2561 -0.3548 1.4560 -0.020 0.100 -0.041
C -3.1420 -0.3521 2.5252 -0.048 -0.139 -0.044
Ga -3.4439 0.9828 4.0330 -0.104 -0.260 0.123
C -4.0006 2.7278 3.1464 -0.059 0.336 -0.100
C -3.1023 3.5857 2.4906 -0.114 0.133 -0.068
C -3.5446 4.7519 1.8648 0.102 -0.436 0.240
N -4.8201 5.1317 1.8423 -0.100 0.287 -0.154
C -5.6948 4.3374 2.4546 0.174 -0.417 0.219
C -5.3377 3.1540 3.1044 0.036 0.155 -0.125
H -5.6375 -1.9360 0.8286 0.063 0.080 0.131
H -5.1526 -2.0181 2.5471 -0.016 0.103 -0.087
H -3.8436 -0.5644 0.4578 -0.072 -0.026 0.120
H -4.7375 0.6320 1.3745 0.132 -0.126 -0.023
H -2.1701 -0.1872 2.0429 -0.108 0.056 0.063
H -3.0772 -1.3540 2.9790 0.055 0.106 -0.141
H -2.1181 1.1708 4.9385 0.074 0.054 -0.077
H -4.6807 0.4662 4.9391 -0.001 0.083 -0.010
H -2.0367 3.3555 2.4604 -0.151 0.008 0.023
H -2.8389 5.4102 1.3595 -0.045 -0.041 0.034
H -6.7352 4.6589 2.4272 0.071 -0.021 -0.002
H -6.1181 2.5587 3.5771 0.126 0.066 -0.053
C 3.0531 -3.0153 -0.5737 -0.004 -0.038 0.046
C 2.1252 -1.8237 -0.6439 0.030 0.030 -0.122
O 1.2918 -1.7195 0.5206 0.107 -0.264 0.114
C 1.8606 -1.1479 1.5857 -0.322 0.911 -0.378
O 2.9722 -0.6765 1.6177 0.130 -0.354 0.140
O 0.9475 -1.0558 2.5415 0.089 -0.262 0.084
C 1.3796 -0.3794 3.7288 -0.058 0.021 0.068
H 2.4849 -3.9304 -0.4005 0.000 -0.001 -0.028
H 3.5950 -3.1069 -1.5161 0.009 0.011 -0.001
H 3.7757 -2.8942 0.2322 0.006 0.021 -0.001
H 1.4221 -1.9237 -1.4692 -0.020 -0.013 0.028
H 2.6849 -0.8978 -0.7722 0.004 -0.003 0.039
H 1.8006 0.5925 3.4810 0.013 -0.014 -0.027
H 2.1275 -0.9806 4.2446 0.009 0.030 0.020
H 0.4905 -0.2539 4.3395 -0.032 -0.036 -0.039
C 4.5479 1.6125 -4.4170 0.040 -0.030 -0.031
C 3.4145 0.7744 -4.9624 -0.066 0.033 0.031
O 3.9025 -0.3253 -5.7611 0.037 -0.054 0.020
C 4.3165 -1.3851 -5.0719 -0.024 0.048 0.006
O 4.3094 -1.5027 -3.8730 -0.005 -0.041 0.005
O 4.7390 -2.3107 -5.9360 -0.017 0.018 0.010
C 5.2038 -3.5183 -5.3243 0.002 -0.002 -0.019
H 5.1885 1.9609 -5.2278 -0.007 0.018 0.005
H 4.1434 2.4815 -3.8975 -0.005 -0.001 0.003
H 5.1473 1.0401 -3.7108 -0.010 -0.002 0.006
H 2.7914 1.3428 -5.6494 0.016 -0.004 -0.010
H 2.7906 0.3791 -4.1621 0.013 -0.009 0.002
H 4.4469 -3.9272 -4.6583 -0.002 -0.001 -0.003
H 6.1161 -3.3324 -4.7597 -0.009 0.007 0.013
H 5.3990 -4.2010 -6.1454 0.010 -0.003 0.007
```
Positions in Å, forces in eV/Å.

Calculated values
F_max: 1.0 eV/A
M: 419.12 g/mol
electronic energy: -85915.3103 eV
spin multiplicity: 1
charge: -1
LUMO level: 0.0725 Ha



2.
# C16H28FN3O2

A 3-piece molecular cluster, C16H28FN3O2 overall (ωB97M-V/def2-TZVPD, OMol25).

```
50
Properties=species:S:1:pos:R:3:forces:R:3
C 2.6555 0.6668 1.7223 -0.072 -0.088 0.034
C 2.5946 1.2574 0.3027 -0.085 -0.200 -0.058
C 2.8997 2.7646 0.1687 0.224 0.064 -0.112
F 3.8372 2.9492 -0.8753 -0.451 -0.100 0.514
C 3.5380 3.3295 1.3948 -0.413 -0.437 -1.034
N 4.0190 3.7734 2.3298 0.262 0.280 0.598
C 1.6814 3.6522 -0.2065 0.105 0.110 -0.180
C 1.1152 3.1812 -1.4921 0.957 0.695 2.134
N 0.6663 2.8346 -2.4720 -0.789 -0.607 -1.772
C 0.6100 3.8132 0.8960 0.061 0.166 0.107
C -0.2665 2.6097 1.2670 -0.137 -0.153 0.145
N -1.2284 2.1842 0.2409 0.389 -0.010 -0.043
H 3.6820 0.3978 2.0045 -0.255 0.214 -0.021
H 2.2529 1.3531 2.4807 0.175 -0.178 -0.176
H 2.0538 -0.2512 1.7486 0.216 0.236 -0.058
H 1.6082 1.0473 -0.1377 0.381 0.139 0.053
H 3.3199 0.7425 -0.3395 -0.186 0.145 0.136
H 2.1004 4.6536 -0.4062 -0.133 -0.315 0.051
H 1.1305 4.1713 1.7988 -0.153 -0.072 -0.247
H -0.0562 4.6316 0.5766 0.199 -0.202 0.102
H -0.8179 2.8927 2.1784 0.133 -0.029 -0.254
H 0.3391 1.7384 1.5481 -0.193 0.286 -0.047
H -1.4375 2.9504 -0.3927 -0.062 -0.114 0.076
H -0.8249 1.4462 -0.3311 -0.105 0.184 0.031
C -4.6267 -0.7768 -0.6821 0.004 0.010 -0.014
C -4.7172 -2.2966 -0.5658 -0.023 -0.008 0.011
C -3.2779 -2.6606 -0.2276 -0.003 -0.006 0.010
O -2.7511 -1.5622 0.5163 0.007 0.009 -0.006
C -3.6393 -0.4402 0.4275 -0.062 -0.005 -0.021
H -5.5839 -0.2721 -0.5578 0.002 -0.006 0.001
H -4.2157 -0.4958 -1.6545 0.001 -0.001 0.005
H -5.3812 -2.5737 0.2558 0.006 0.002 -0.001
H -5.0714 -2.7868 -1.4718 0.005 0.009 -0.002
H -2.6826 -2.7970 -1.1381 -0.002 -0.010 -0.012
H -3.1946 -3.5658 0.3763 0.012 -0.002 0.002
H -4.1522 -0.3189 1.3879 -0.007 -0.005 -0.007
H -3.0534 0.4567 0.2327 -0.007 -0.010 0.061
C 0.3996 -3.5445 -0.9756 -0.012 0.001 -0.006
C 1.8935 -3.8130 -1.1456 0.010 -0.019 0.010
C 2.4516 -2.3979 -1.2188 -0.005 0.000 -0.010
O 1.5951 -1.5914 -0.4080 0.039 0.030 -0.014
C 0.4087 -2.3201 -0.0711 -0.037 0.037 -0.019
H -0.1472 -4.3804 -0.5415 0.004 -0.002 0.002
H -0.0535 -3.3016 -1.9392 0.004 0.004 -0.005
H 2.2861 -4.3314 -0.2683 -0.002 0.005 -0.001
H 2.1352 -4.4037 -2.0281 -0.006 0.003 -0.004
H 2.4335 -2.0172 -2.2454 0.006 -0.008 -0.006
H 3.4717 -2.3191 -0.8390 0.004 0.008 0.001
H 0.4555 -2.6089 0.9847 -0.017 -0.015 0.002
H -0.4551 -1.6706 -0.2081 0.011 -0.034 0.043
```
Positions in Å, forces in eV/Å.

Calculated values
F_max: 2.4 eV/A
M: 313.42 g/mol
electronic energy: -28327.3426 eV
relative energy (zero: lowest compared OMol25 entry of this formula, charge and spin): 0.00 kcal/mol
spin multiplicity: 1
charge: 0
LUMO level: 0.0298 Ha



3.
# C16H28IrNO3PS2SbSe4Si

C16H28IrNO3PS2SbSe4Si as an isolated structure (ωB97M-V/def2-TZVPD, OMol25).

```
58
Properties=species:S:1:pos:R:3:forces:R:3
Ir 0.3867 -0.7126 0.0238 0.128 0.001 0.141
C 1.9648 -2.5301 5.0201 0.004 -0.002 -0.001
C 0.5563 -1.9832 4.8570 0.003 0.000 0.004
C -0.3196 -2.8869 4.0078 0.000 0.001 -0.003
O 0.6285 -0.6195 4.3983 0.010 0.005 -0.001
P 0.7053 -0.0924 2.8774 0.020 -0.011 -0.122
S 2.0261 -1.0769 1.7081 -0.028 -0.045 -0.021
S -1.0257 -0.2237 1.8949 0.028 0.037 0.004
O 1.2860 1.3341 3.1227 -0.017 -0.025 0.268
C 0.7398 2.6724 3.3526 0.007 0.030 -0.174
C -0.7540 2.7200 3.5584 -0.079 -0.035 0.064
C 1.5079 3.2160 4.5408 0.016 0.007 -0.033
H 1.9301 -3.5024 5.5173 0.000 0.000 0.001
H 2.5675 -1.8486 5.6212 0.000 0.000 0.001
H 2.4386 -2.6496 4.0456 -0.001 0.000 0.001
H 0.0981 -1.8844 5.8449 0.002 0.001 0.001
H 0.1059 -3.0239 3.0136 0.002 0.001 0.000
H -1.3203 -2.4746 3.8943 -0.002 0.001 0.001
H -0.3865 -3.8609 4.4993 -0.002 0.000 -0.001
H 0.9836 3.2229 2.4424 -0.003 0.005 0.002
H -1.0568 2.1259 4.4276 0.013 -0.003 0.008
H -1.3099 2.3888 2.6847 0.013 -0.007 -0.068
H -1.0283 3.7634 3.7248 0.011 -0.005 0.025
H 1.2625 2.6482 5.4419 0.000 0.001 0.008
H 1.2400 4.2622 4.6980 0.000 -0.004 -0.014
H 2.5824 3.1517 4.3660 -0.007 -0.001 0.000
Se -0.1895 5.1174 0.2580 -0.008 -0.049 0.009
Sb -1.1169 3.1184 -0.7983 -0.059 0.069 -0.017
Se 0.9401 1.6308 -0.2039 0.054 0.066 -0.059
Se -1.2819 3.1624 -3.2325 0.013 -0.035 -0.008
Se -3.1521 2.2088 0.2140 -0.017 0.006 0.022
C 3.7381 0.0865 -2.4603 -0.016 -0.020 0.028
Si 2.2794 -1.0671 -2.7328 0.055 0.018 0.019
C 2.9648 -2.6184 -3.5767 -0.030 -0.009 -0.006
C 1.0990 -0.2460 -3.9336 -0.015 0.002 -0.003
O 1.5968 -1.5643 -1.3550 -0.064 -0.002 -0.004
H 4.2437 0.3125 -3.4044 0.000 0.019 -0.002
H 4.4665 -0.3592 -1.7768 -0.011 -0.008 -0.005
H 3.3871 1.0211 -2.0185 0.014 0.013 -0.013
H 3.4661 -2.3746 -4.5184 0.000 0.002 -0.002
H 2.1569 -3.3231 -3.7931 0.007 -0.005 -0.005
H 3.6845 -3.1234 -2.9266 -0.004 0.006 0.003
H 1.6015 -0.0250 -4.8812 0.005 0.013 0.008
H 0.7013 0.6946 -3.5398 -0.004 -0.010 0.002
H 0.2495 -0.8991 -4.1560 0.000 -0.008 -0.011
N -1.0444 -0.5096 -1.3412 -0.109 -0.094 -0.024
C -1.8766 -0.3806 -2.1151 0.052 0.061 -0.016
C -2.8864 -0.3221 -3.1320 0.012 0.002 -0.037
C -3.8340 0.6971 -3.1301 -0.070 -0.028 -0.010
C -4.7821 0.7198 -4.1426 0.024 0.016 0.029
C -4.7748 -0.2426 -5.1414 0.003 -0.015 -0.015
C -3.8176 -1.2507 -5.1400 -0.010 0.021 0.009
C -2.8693 -1.2929 -4.1326 0.015 0.000 0.002
H -3.8197 1.4383 -2.3398 0.057 0.027 0.018
H -5.5167 1.5145 -4.1540 -0.005 -0.004 -0.008
H -5.5136 -0.2046 -5.9336 0.001 0.000 0.002
H -3.8040 -1.9955 -5.9257 -0.002 -0.001 0.001
H -2.1047 -2.0589 -4.1194 -0.005 -0.002 0.003
```
Positions in Å, forces in eV/Å.

Calculated values
F_max: 0.3 eV/A
M: 1035.41 g/mol
electronic energy: -334287.1228 eV
relative energy (zero: lowest compared OMol25 entry of this formula, charge and spin): 0.00 kcal/mol
spin multiplicity: 1
charge: -2
LUMO level: 0.1551 Ha



4.
# C16H28N2

One molecule with the formula C16H28N2 (ωB97M-V/def2-TZVPD, OMol25).

```
46
Properties=species:S:1:pos:R:3:forces:R:3
C -2.8485 0.0010 -1.8116 -3.255 -1.364 -0.338
C -3.4904 -0.7371 -0.5347 -0.805 -0.057 -0.633
N -2.8054 -0.3948 0.7097 2.057 -0.082 0.513
C -3.4779 0.1168 1.9202 -1.249 -0.558 -0.429
C -3.8536 1.6213 1.8492 -0.845 0.484 1.937
C -1.4070 -0.9125 0.7999 -0.394 0.957 -0.084
C -0.3728 0.2727 0.7348 2.239 -2.082 -0.611
N 1.0873 -0.2539 0.7119 -1.838 -0.287 1.000
C 1.7340 -0.3527 2.0419 -0.968 0.637 -0.560
C 0.9473 -1.1130 3.0764 0.749 -0.903 -2.546
C 1.8453 -0.0533 -0.4686 1.950 -0.352 -0.255
C 2.2611 1.2306 -0.8422 -1.513 -1.308 -0.305
C 2.8296 1.4866 -2.1062 0.288 0.618 2.191
C 2.9668 2.8719 -2.5848 0.072 -0.152 -1.989
C 3.4226 0.4679 -2.7670 0.532 -2.563 -1.435
C 3.2501 -0.8860 -2.3110 -0.595 1.074 -0.327
C 2.4156 -1.1407 -1.1929 1.413 0.392 -0.963
C 2.3754 -2.5711 -0.7581 -4.016 1.682 -1.365
H -1.8045 0.0247 -1.7509 1.475 0.424 0.018
H -3.1490 -0.4753 -2.8289 0.435 0.472 1.835
H -3.3886 0.9618 -1.7836 1.053 0.060 -0.221
H -3.5057 -1.8922 -0.6413 -0.238 1.708 -0.114
H -4.5506 -0.2845 -0.5599 1.369 -1.242 0.608
H -3.0182 -0.0963 2.9563 0.150 0.189 -1.991
H -4.4006 -0.5136 1.9619 0.109 0.789 0.258
H -4.5765 1.8715 2.6778 0.858 -0.477 -0.130
H -4.4723 2.0097 1.0556 0.204 -0.601 -1.125
H -3.0277 2.3341 1.9845 0.088 -0.501 -0.165
H -1.2088 -1.5463 1.6966 -0.405 0.566 -0.451
H -1.2282 -1.5860 -0.0604 -0.032 0.432 0.280
H -0.4364 0.9673 1.5437 -0.438 0.407 0.814
H -0.4761 0.8378 -0.1781 -0.357 0.095 -0.305
H 1.8526 0.6016 2.5398 0.402 0.997 -0.386
H 2.6928 -0.7985 1.9657 1.029 -0.338 -0.470
H 0.9275 -2.1414 2.7880 -0.616 -0.858 -0.135
H 0.0152 -0.6794 3.1769 -2.081 0.534 0.396
H 1.4546 -1.0682 3.9613 1.318 0.262 2.533
H 1.9699 1.9147 -0.0643 -0.044 1.131 -0.457
H 2.8635 2.8987 -3.6949 -0.396 -0.045 0.639
H 2.1965 3.4542 -2.1445 -0.330 1.013 0.317
H 3.9589 3.2586 -2.4841 0.598 0.517 0.751
H 4.0083 0.7400 -3.6936 -0.721 -0.695 1.006
H 3.6458 -1.7632 -2.8933 -0.205 1.124 0.747
H 2.0419 -2.5821 0.2166 -0.081 -0.358 2.539
H 3.2371 -3.0674 -0.9579 2.436 -1.523 -0.401
H 1.4989 -3.0337 -1.2559 0.598 -0.218 -0.191
```
Positions in Å, forces in eV/Å.

Calculated values
F_max: 4.6 eV/A
M: 248.41 g/mol
electronic energy: -20023.4128 eV
relative energy (zero: lowest compared OMol25 entry of this formula, charge and spin): 84.42 kcal/mol
spin multiplicity: 1
charge: 0
LUMO level: 0.0347 Ha